(P)
Entry from the OMol25 dataset: one molecule with the formula C16H20N2O2 (ωB97M-V with the def2-TZVPD basis set).

The geometry in XYZ format:
```
40
Properties=species:S:1:pos:R:3
O 2.480 -3.127 -0.374
O -4.055 -0.699 2.029
N 0.710 -1.798 -0.063
N 0.086 -0.624 -0.267
C 2.260 1.479 -0.733
C 3.955 1.138 1.426
C -3.832 2.085 -0.473
C 2.529 2.542 0.111
C 3.375 2.374 1.194
C -2.662 0.798 -2.277
C -1.852 -1.178 1.203
C -3.305 -0.761 1.091
C 1.944 -2.064 -0.588
C -1.615 1.013 -0.008
C -2.949 0.875 -0.777
C 3.687 0.076 0.581
C -3.678 -0.417 -0.328
C 2.836 0.237 -0.505
C 2.538 -0.935 -1.403
C -1.017 -0.326 0.277
H 0.310 -2.518 0.540
H -1.805 1.505 0.949
H -4.757 -0.288 -0.411
H 4.618 1.001 2.268
H -1.515 -1.079 2.239
H 3.583 3.203 1.854
H -4.726 2.070 -1.093
H 1.597 1.612 -1.575
H 2.076 3.505 -0.075
H -2.260 1.744 -2.633
H -1.934 0.017 -2.486
H 4.138 -0.889 0.762
H -4.137 2.083 0.570
H -3.574 0.584 -2.830
H -3.369 -1.244 -0.969
H 1.829 -0.642 -2.176
H -3.292 3.008 -0.675
H -0.910 1.617 -0.577
H 3.455 -1.306 -1.864
H -1.787 -2.237 0.930
```

As for the HOMO-LUMO gap: 9.606 eV.

***

(Q)
Entry from the OMol25 dataset: one molecule with the formula C16H20N2O2 (ωB97M-V with the def2-TZVPD basis set).

The geometry in XYZ format:
```
40
Properties=species:S:1:pos:R:3
O 0.533 1.822 -1.099
O -3.520 -0.311 -0.847
N -1.315 0.543 -0.934
N 0.272 -0.989 -0.129
C 0.019 -1.849 -1.222
C 1.561 1.954 2.722
C 2.311 -2.297 0.529
C 1.263 -2.456 -1.833
C -0.584 0.053 0.188
C -0.073 1.075 1.154
C 1.290 1.310 1.492
C -1.484 2.194 -2.494
C 2.125 -3.156 -0.755
C 0.560 2.448 3.570
C -0.765 2.329 3.113
C -2.868 1.522 -2.443
C -0.611 1.584 -1.434
C 0.950 -1.738 1.010
C -1.089 1.676 1.922
C -2.729 0.479 -1.332
H -0.638 -1.348 -1.916
H -1.683 -0.467 0.613
H 0.978 -3.116 -2.647
H -1.556 2.708 3.761
H 3.141 -3.291 -1.181
H 0.319 -2.600 1.297
H 2.591 1.939 3.084
H -3.658 2.198 -2.157
H -1.005 2.055 -3.484
H -0.575 -2.689 -0.896
H 3.020 -1.450 0.315
H 2.066 0.912 0.884
H 1.058 -1.042 1.904
H -2.108 1.419 1.751
H 2.704 -2.886 1.371
H 0.805 2.901 4.541
H -3.142 0.995 -3.345
H -1.579 3.282 -2.326
H 1.603 -4.095 -0.477
H 1.812 -1.615 -2.271
```

As for the HOMO-LUMO gap: 8.570 eV.

***

Short version: (Q) is the least stable of them.

***

(P)
Entry from the OMol25 dataset: one molecule with the formula C3H4O4 (ωB97M-V with the def2-TZVPD basis set).

The geometry in XYZ format:
```
11
Properties=species:S:1:pos:R:3
O 0.751 1.323 1.027
O -0.894 1.397 0.159
O 1.098 -0.596 -0.159
O 2.762 0.360 0.998
C -0.206 -0.937 -0.083
C -1.142 0.385 -0.634
C 1.605 0.435 0.707
H -0.569 -1.097 0.934
H -0.426 -1.740 -0.783
H -2.146 -0.040 -0.485
H -0.834 0.510 -1.681
```

As for the HOMO-LUMO gap (alpha / beta): 8.203 / 8.048 eV.

***

(Q)
Entry from the OMol25 dataset: one molecule with the formula C3H4O4 (ωB97M-V with the def2-TZVPD basis set).

The geometry in XYZ format:
```
11
Properties=species:S:1:pos:R:3
O -1.477 1.121 -0.771
O 2.249 0.712 0.220
O 1.391 -1.048 -0.878
O -2.056 -0.936 0.214
C -1.259 -0.023 -0.004
C 1.351 -0.025 0.052
C 0.053 0.009 0.795
H 0.039 0.846 1.440
H 2.176 -0.650 -1.476
H -0.082 -0.839 1.531
H -2.383 0.833 -1.123
```

As for the HOMO-LUMO gap: 11.277 eV.

***

Short version: (P) is the least stable of them.